No. 1
Computed, not measured: C19H27N12OPd as an isolated structure, with ωB97M-V with the def2-TZVPD basis set.

Positions of all 60 atoms, in Å:
Pd: -1.44070 1.05354 -0.48480
N: -4.79005 2.39066 -0.21681
C: -3.93063 2.72383 0.80400
N: -4.28709 3.49860 1.82378
N: -3.19327 3.56011 2.60139
N: -2.23854 2.86400 2.08128
N: -2.66356 2.32283 0.92057
C: -4.49817 1.58057 -1.28979
N: -5.37895 1.30317 -2.24400
N: -4.72761 0.47291 -3.07590
N: -3.52717 0.26364 -2.65225
N: -3.33680 0.95915 -1.50983
H: -5.70796 2.79320 -0.18976
N: -0.56163 -0.01068 -2.32014
C: 0.11715 -0.87596 -2.67083
N: 0.91903 -1.82440 -3.13126
C: 0.82254 -3.21656 -2.72413
C: 1.18311 -4.08067 -3.92499
O: 2.46569 -3.74166 -4.42943
C: 2.51356 -2.38756 -4.85013
C: 2.21569 -1.45217 -3.68815
H: -0.19114 -3.42698 -2.38828
H: 1.52690 -3.42269 -1.90917
H: 0.42900 -3.94758 -4.71052
H: 1.22682 -5.13189 -3.64376
H: 1.78175 -2.21949 -5.65025
H: 3.51628 -2.21338 -5.23836
H: 2.18164 -0.41577 -4.01857
H: 2.99839 -1.56381 -2.92750
C: -2.07450 -2.37235 3.14376
C: -0.84418 -1.51291 3.00663
C: 0.19948 -1.59724 3.93122
C: 1.31491 -0.77367 3.80940
C: 2.44267 -0.86064 4.80889
C: 1.39613 0.13325 2.76912
C: 0.37231 0.25181 1.79134
C: -0.74499 -0.62003 1.96473
N: 0.35604 1.07230 0.71649
C: 1.34250 2.09785 0.36912
C: 1.80398 1.81954 -1.07286
C: 0.64559 3.46927 0.40178
C: 2.59680 2.19230 1.24727
H: -1.99616 -3.04055 4.00137
H: -2.22870 -2.97480 2.24745
H: -2.95894 -1.74719 3.27318
H: 0.13720 -2.30056 4.75450
H: 2.23428 -1.61825 5.56396
H: 2.58841 0.09408 5.31716
H: 3.38115 -1.12200 4.31631
H: 2.27441 0.75671 2.73160
H: -1.56022 -0.54846 1.25009
H: 0.95094 1.87323 -1.74488
H: 2.24665 0.82163 -1.14484
H: 2.54714 2.55817 -1.37806
H: -0.20330 3.46737 -0.28013
H: 1.34683 4.25137 0.10204
H: 0.26369 3.67658 1.40002
H: 3.15899 1.25592 1.24883
H: 2.34096 2.47298 2.26943
H: 3.24567 2.96933 0.84268

Properties
2S+1	3
LUMO level (alpha / beta)	2.19 / 1.03	eV
charge	-1
relative energy (zero: lowest compared OMol25 entry of this formula, charge and spin)	0.0	kcal/mol
maximum force	0.63	eV/A
<S²>	2.05

Atom charges from the natural (NBO) analysis, given in e for atoms 1 to 2:
1 Pd 0.64
2 N -0.60

No. 2
Computed, not measured: one molecule with the formula C19H27N3O2, with ωB97M-V with the def2-TZVPD basis set.

Positions of all 51 atoms, in Å:
C: 0.45950 4.89813 -2.26275
C: -0.78396 4.06737 -1.96553
C: -0.61847 3.14932 -0.75344
C: 0.39480 2.03822 -1.01410
C: 0.49956 0.95823 0.09563
C: 0.75023 1.55702 1.50435
C: 1.92682 2.52127 1.61648
C: 2.13762 2.95348 3.06640
C: 3.29921 3.93103 3.19358
C: -0.82705 0.22101 0.18531
O: -1.85101 0.74276 0.55947
N: -0.84195 -1.09740 -0.18996
C: 0.24661 -1.89715 -0.48994
N: 0.22657 -3.14059 -0.71809
C: -0.91924 -3.91453 -0.83469
C: -1.96963 -3.57521 -1.68748
C: -3.04645 -4.43230 -1.82272
C: -3.09527 -5.61576 -1.11042
C: -2.05135 -5.97248 -0.26133
C: -2.11202 -7.25796 0.50640
C: -0.96699 -5.12150 -0.13847
N: 1.45842 -1.24698 -0.48386
C: 1.68909 0.08858 -0.28559
O: 2.80747 0.52529 -0.42375
H: 0.26317 5.59182 -3.07711
H: 0.74974 5.47462 -1.38698
H: 1.29523 4.26660 -2.55227
H: -1.62047 4.74256 -1.77227
H: -1.04043 3.46987 -2.84344
H: -0.30439 3.74919 0.10096
H: -1.58564 2.70740 -0.51160
H: 0.12989 1.53117 -1.94814
H: 1.39271 2.45942 -1.13826
H: -0.16950 2.05912 1.81046
H: 0.91250 0.72226 2.19457
H: 1.74541 3.40740 1.00799
H: 2.83411 2.04302 1.24711
H: 1.22469 3.42137 3.44307
H: 2.33618 2.07381 3.68304
H: 3.44310 4.22281 4.23128
H: 3.10952 4.82799 2.60814
H: 4.21881 3.47620 2.83270
H: -1.73952 -1.56852 -0.13007
H: -1.91982 -2.66407 -2.26751
H: -3.85495 -4.16996 -2.48946
H: -3.94352 -6.27567 -1.21786
H: -1.16714 -7.46022 1.00370
H: -2.89648 -7.20764 1.26145
H: -2.34424 -8.08808 -0.15844
H: -0.14135 -5.37379 0.50970
H: 2.25988 -1.81854 -0.72630

Properties
LUMO level	0.66	eV
structure (SMILES)	CCCCC1(CCCC)C(=O)NC(=Nc2cccc(C)c2)NC1=O
relative energy (zero: lowest compared OMol25 entry of this formula, charge and spin)	4.5	kcal/mol
maximum force	0.80	eV/A

Atom charges from the natural (NBO) analysis, given in e for atoms 1 to 2:
1 C -0.61
2 C -0.38

No. 3
Computed, not measured: one molecule with the formula C19H27N3O4S2 at a distorted geometry, with ωB97M-V with the def2-TZVPD basis set.

Positions of all 55 atoms, in Å:
C: 5.05819 0.91748 2.14839
C: 3.78009 0.66304 1.35994
C: 4.09888 0.31976 -0.09931
N: 2.92784 -0.04678 -0.87411
C: 2.72771 -1.45516 -1.16708
C: 2.04180 -2.18625 -0.03380
C: 2.13842 -3.67949 0.03603
C: 2.84723 -2.83622 1.05116
C: 1.94385 0.82651 -1.16003
S: 0.52675 0.37458 -1.88190
N: 2.20930 2.15870 -0.88018
C: 1.32691 3.20016 -0.67701
O: 1.72664 4.33919 -0.72123
C: -0.06965 2.81812 -0.33475
C: -1.12181 3.37007 -1.05684
C: -2.42108 2.98254 -0.77753
C: -2.64954 2.08035 0.24178
S: -4.28736 1.41976 0.52077
O: -5.21805 2.03907 -0.38060
O: -4.58995 1.42984 1.92134
N: -3.99151 -0.18449 0.09552
C: -3.75481 -0.36375 -1.32266
C: -3.31060 -1.80988 -1.55422
O: -4.25982 -2.72811 -1.06665
C: -4.50120 -2.53224 0.30724
C: -4.99666 -1.11203 0.58072
C: -1.61912 1.58160 1.01639
C: -0.32043 1.95209 0.72871
H: 4.82153 1.16170 3.18016
H: 5.69597 0.03653 2.14275
H: 5.61528 1.74789 1.72051
H: 3.23126 -0.16851 1.80404
H: 3.14540 1.54957 1.40375
H: 4.77929 -0.53286 -0.12016
H: 4.62235 1.15875 -0.57338
H: 3.69978 -1.90587 -1.37812
H: 2.10630 -1.51823 -2.06501
H: 1.09672 -1.73542 0.24239
H: 1.26743 -4.23662 0.34218
H: 2.73300 -4.18264 -0.71096
H: 2.46553 -2.81818 2.06069
H: 3.92442 -2.78170 0.99673
H: 3.17033 2.47165 -0.97781
H: -0.90943 4.06462 -1.85467
H: -3.26151 3.35432 -1.34217
H: -2.96452 0.32175 -1.63169
H: -4.66668 -0.14884 -1.89733
H: -3.20584 -2.01260 -2.62062
H: -2.34281 -1.96616 -1.05506
H: -5.25568 -3.26664 0.59287
H: -3.57696 -2.70844 0.87760
H: -5.12328 -0.93005 1.64760
H: -5.95562 -0.95081 0.06731
H: -1.85462 0.90068 1.81801
H: 0.50033 1.55767 1.31034

Properties
LUMO level	0.10	eV
structure (SMILES)	CCCN(CC1CC1)C(=S)NC(=O)c1ccc(S(=O)(=O)N2CCOCC2)cc1
relative energy (zero: lowest compared OMol25 entry of this formula, charge and spin)	44.0	kcal/mol
maximum force	1.00	eV/A

Atom charges from the natural (NBO) analysis, given in e for atoms 1 to 2:
1 C -0.61
2 C -0.41

No. 4
Computed, not measured: one molecule with the formula C19H27N3O6S, with ωB97M-V with the def2-TZVPD basis set.

Positions of all 56 atoms, in Å:
C: -3.25035 -4.11240 0.19074
C: -2.12583 -3.35567 -0.48741
O: -2.19454 -2.94581 -1.62181
N: -1.04873 -3.19022 0.33788
C: 0.19292 -2.60443 0.07180
C: 0.46040 -1.88750 -1.09277
C: 1.72032 -1.35380 -1.29575
C: 2.70614 -1.54292 -0.34812
S: 4.36596 -0.93777 -0.63211
O: 5.28037 -1.87124 -0.03798
O: 4.51628 -0.61629 -2.02072
N: 4.56692 0.49904 0.20023
C: 4.67519 0.41540 1.63525
C: 3.91740 1.64403 -0.36714
C: 2.48476 1.84709 0.08378
O: 1.82938 1.05661 0.71499
O: 2.04875 3.05966 -0.27178
C: 0.65620 3.26270 -0.11105
C: -0.07722 2.29032 -1.05742
O: 0.56457 1.63061 -1.84896
N: -1.41943 2.25649 -0.96706
C: -2.13222 1.25937 -1.74344
C: -2.66632 0.11167 -0.88639
C: -3.86389 0.50458 -0.02064
C: -3.50549 1.12506 1.33586
C: -2.29281 2.06285 1.32807
C: -2.18106 2.92680 0.06308
C: 2.45317 -2.24248 0.81587
C: 1.19469 -2.76546 1.03120
H: -3.55996 -3.59763 1.09791
H: -2.92331 -5.11702 0.45051
H: -4.09435 -4.18024 -0.48918
H: -1.11059 -3.62803 1.24737
H: -0.30959 -1.76495 -1.83532
H: 1.94529 -0.79464 -2.18892
H: 5.22935 -0.49478 1.85073
H: 3.69894 0.38165 2.12838
H: 5.23832 1.27433 2.00403
H: 4.48930 2.55368 -0.15336
H: 3.90839 1.49036 -1.45062
H: 0.37304 3.07995 0.92999
H: 0.47129 4.30113 -0.39007
H: -2.95671 1.74989 -2.27139
H: -1.42452 0.86990 -2.47651
H: -2.96618 -0.68614 -1.56649
H: -1.85760 -0.27575 -0.26575
H: -4.47071 -0.38271 0.17135
H: -4.49284 1.19448 -0.58791
H: -3.30366 0.32739 2.05384
H: -4.37928 1.67094 1.69923
H: -2.35233 2.70890 2.20595
H: -1.37615 1.47623 1.41548
H: -1.71198 3.88407 0.29474
H: -3.17506 3.13693 -0.33808
H: 3.24958 -2.38895 1.52727
H: 0.98578 -3.31531 1.93868

Properties
LUMO level	0.43	eV
structure (SMILES)	CC(=O)Nc1ccc(S(=O)(=O)N(C)CC(=O)OCC(=O)N2CCCCCC2)cc1
relative energy (zero: lowest compared OMol25 entry of this formula, charge and spin)	23.3	kcal/mol
maximum force	0.96	eV/A

Atom charges from the natural (NBO) analysis, given in e for atoms 1 to 2:
1 C -0.71
2 C 0.69

No. 5
Computed, not measured: one molecule with the formula C19H27N5O4S at a distorted geometry, with ωB97M-V with the def2-TZVPD basis set.

Positions of all 56 atoms, in Å:
C: -1.02930 -3.84823 -1.11113
N: -0.76434 -2.75639 -0.20227
C: 0.36874 -2.97133 0.67055
S: -0.93346 -1.20846 -0.84286
O: -1.20200 -1.28682 -2.24340
O: 0.16538 -0.40245 -0.40352
N: -2.29085 -0.63639 -0.11184
C: -3.55369 -1.18563 -0.53948
C: -4.65698 -0.13414 -0.36649
C: -4.41462 0.78450 0.85249
O: -3.99088 2.09316 0.51369
C: -2.67299 2.30766 0.15043
C: -2.18300 1.96451 -1.10459
C: -0.85265 2.17855 -1.40615
C: -0.00394 2.76655 -0.47580
C: 1.45828 2.91815 -0.74776
O: 2.08978 3.93096 -0.51088
N: 1.99244 1.80303 -1.29420
C: 3.41184 1.66206 -1.51791
C: 4.04453 0.68613 -0.57653
C: 3.43857 -0.40618 0.06821
N: 4.31148 -1.05891 0.81367
N: 5.46938 -0.42332 0.67139
C: 6.64355 -0.87607 1.35797
C: 5.35721 0.63689 -0.15510
C: -0.51819 3.19353 0.74154
C: -1.84146 2.95533 1.05859
C: -3.51871 0.08805 1.88811
C: -2.19018 -0.42853 1.31506
H: -0.12719 -4.15650 -1.65048
H: -1.41656 -4.69815 -0.54666
H: -1.76996 -3.51791 -1.83262
H: 0.55993 -2.05289 1.21684
H: 1.27216 -3.24238 0.11374
H: 0.12909 -3.77166 1.37240
H: -3.79167 -2.09143 0.03746
H: -3.44126 -1.45826 -1.58843
H: -5.61379 -0.64452 -0.25123
H: -4.72363 0.49718 -1.25112
H: -5.38317 0.98519 1.32909
H: -2.82959 1.51582 -1.84056
H: -0.47617 1.88911 -2.37541
H: 1.43518 0.95939 -1.27258
H: 3.57852 1.33713 -2.55469
H: 3.85608 2.65361 -1.38806
H: 2.41438 -0.71683 0.02443
H: 7.42556 -1.15138 0.64715
H: 7.02643 -0.09840 2.02180
H: 6.36642 -1.74845 1.94596
H: 6.19248 1.26835 -0.38155
H: 0.13651 3.68837 1.44327
H: -2.24499 3.26077 2.01274
H: -4.09237 -0.74890 2.28984
H: -3.31561 0.78000 2.70554
H: -1.92027 -1.37061 1.81566
H: -1.38045 0.28718 1.46568

Properties
LUMO level	0.51	eV
structure (SMILES)	CN(C)S(=O)(=O)N1CCC(Oc2ccc(C(=O)NCc3cnn(C)c3)cc2)CC1
relative energy (zero: lowest compared OMol25 entry of this formula, charge and spin)	83.8	kcal/mol
maximum force	1.02	eV/A

Atom charges from the natural (NBO) analysis, given in e for atoms 1 to 2:
1 C -0.41
2 N -0.70

No. 6
Computed, not measured: a 2-piece molecular cluster, C19H27O2 overall at a distorted geometry, with ωB97M-V with the def2-TZVPD basis set.

Positions of all 48 atoms, in Å:
C: 6.29859 -2.39476 2.14069
O: 5.54242 -1.18605 2.28722
C: 4.19610 -1.19912 2.14841
C: 3.56243 0.06572 2.11735
C: 2.23946 0.16481 1.77259
C: 1.48832 -0.97229 1.49810
C: -0.00062 -0.79114 1.37481
O: -0.56957 -2.07000 1.51836
C: -1.88017 -2.05758 2.10906
C: 2.10600 -2.23377 1.55729
C: 3.43869 -2.36587 1.91676
H: 7.32322 -2.03821 2.16017
H: 6.10429 -3.03913 3.00042
H: 6.14084 -2.92876 1.19559
H: 4.13693 0.95792 2.27348
H: 1.71882 1.11873 1.75762
H: -0.43296 -0.05727 2.13691
H: -2.20638 -3.11185 2.06844
H: -1.72517 -1.65623 3.13690
H: -2.65925 -1.43860 1.59046
H: 1.57784 -3.17027 1.39401
H: 3.92687 -3.34014 1.94830
C: -4.90160 1.22256 -1.52561
C: -3.41407 1.25325 -1.50743
C: -2.66246 0.11257 -1.42374
C: -3.33122 -1.20581 -1.07163
C: -1.30052 0.16037 -1.80222
C: -0.56023 1.36663 -1.81493
C: 0.96372 1.36983 -1.81638
C: -1.24089 2.55213 -1.94768
C: -0.57777 3.79900 -2.41668
C: -2.72314 2.54325 -1.78995
H: -3.14889 2.94320 -2.72242
H: -5.30336 2.21098 -1.75601
H: -5.26954 0.53578 -2.30009
H: -5.34342 0.87958 -0.58403
H: -2.59639 -2.00385 -0.86184
H: -3.97300 -1.13565 -0.16543
H: -3.99898 -1.55653 -1.88981
H: -0.11436 -0.31771 0.40078
H: -0.75570 -0.79391 -1.93466
H: 1.37201 0.39441 -1.49594
H: 1.38820 1.59960 -2.81851
H: 1.39948 2.12172 -1.11912
H: -1.32018 4.57759 -2.60199
H: 0.17105 4.18676 -1.71931
H: -0.04728 3.61853 -3.36076
H: -3.03816 3.30957 -1.05755

Properties
LUMO level	-5.32	eV
charge	+1
relative energy (zero: lowest compared OMol25 entry of this formula, charge and spin)	0.9	kcal/mol
maximum force	1.71	eV/A

Atom charges from the natural (NBO) analysis, given in e for atoms 1 to 2:
1 C -0.26
2 O -0.49